The following is a quantum chemistry calculation of a molecular structure, C9H14F2N5O4S2 at a distorted geometry, from OMol25.

Last column: Mulliken charge in e.
Geometry (Å):
C: 4.253 -2.551 -0.433  -1.20
C: 3.316 -1.772 0.495  -0.50
N: 2.394 -0.930 -0.272  -0.08
C: 2.475 0.468 0.000  -0.26
C: 3.885 0.978 -0.135  0.05
N: 4.974 1.358 -0.179  -0.55
C: 1.579 1.251 -1.012  0.55
C: 2.149 2.610 -1.178  -0.12
N: 2.494 3.687 -1.453  -0.52
N: 0.252 1.447 -0.503  -0.64
C: -0.402 0.436 -0.053  1.31
C: -0.878 -0.721 -0.888  -1.51
C: -0.706 0.373 1.422  -1.21
H: 3.799 -2.747 -1.398  0.32
H: 4.440 -3.522 0.014  0.38
H: 5.199 -2.049 -0.590  0.29
H: 2.722 -2.522 1.012  0.39
H: 3.848 -1.224 1.263  0.38
H: 2.427 -1.122 -1.258  0.30
H: 2.175 0.724 1.007  0.23
H: 1.648 0.757 -1.992  0.31
H: -0.895 -0.516 -1.949  0.39
H: -0.200 -1.561 -0.731  0.30
H: -1.838 -1.047 -0.507  0.41
H: -0.744 1.364 1.843  0.33
H: 0.114 -0.226 1.815  0.25
H: -1.617 -0.198 1.578  0.35
N: -5.294 1.592 0.907  -0.37
S: -5.379 0.127 1.491  1.09
O: -4.185 -0.663 1.407  -0.54
O: -6.618 -0.568 1.351  -0.60
F: -5.407 0.493 3.044  -0.28
S: -5.170 1.638 -0.661  1.05
O: -4.766 2.921 -1.134  -0.62
O: -6.183 0.964 -1.407  -0.56
F: -3.862 0.750 -0.917  -0.18

## Properties
**Total charge**: -1
**Frontier orbital gap**: 8.74 eV
**LUMO**: 2.31 eV